Record 1
ORCA calculation (the ωB97M-V functional and the def2-TZVPD basis) on 2 unconnected molecules or ions with the total composition C10H9FN2 at a distorted geometry.

The value obtained for the energy relative to the best compared isomer or geometry (same formula, charge and spin) is 3.882 eV. The strongest force on any atom is 1.01 eV/A. Its gap between HOMO and LUMO (spin up / spin down) is 7.45 / 7.59 eV. As for the electronic energy: -595.695805 a.u. The value obtained for the highest occupied orbital energy (spin up / spin down) is -7.992 / -9.068 eV.

The geometry in ORCA input format:
```
! wB97M-V def2-TZVPD RIJCOSX def2/J DEFGRID3
* xyz 0 1
F 4.98831 1.44660 -2.16333
N 3.56236 -0.14318 -3.13244
N 3.96964 0.57104 0.64437
C -1.81506 1.44710 0.16643
C -1.93015 0.08848 0.43519
C 0.44788 -0.14636 0.38447
C -0.79681 -0.71967 0.53910
C 3.86424 0.80131 -2.44311
C 0.59024 1.23087 0.11080
C 3.02045 1.13471 0.29948
C -0.93579 -2.18646 0.79226
C 1.86232 1.82170 -0.01696
C -0.57627 2.01789 -0.00599
H -1.86087 -2.40366 1.32041
H -0.95450 -2.72076 -0.15830
H 1.94928 2.85715 -0.30858
H -0.48304 3.07358 -0.20957
H -0.09713 -2.56322 1.37255
H 4.14101 -0.75336 -3.70786
H -2.90692 -0.35493 0.56515
H -2.70511 2.05566 0.09757
H 1.33701 -0.75405 0.45426
*
```

=====

Record 2
ORCA calculation (the ωB97M-V functional and the def2-TZVPD basis) on a gas-phase ion, C10H9N2OS2 (charge +1) at a distorted geometry.

The value obtained for the energy relative to the best compared isomer or geometry (same formula, charge and spin) is 1.232 eV. The strongest force on any atom is 3.99 eV/A. Its gap between HOMO and LUMO (spin up / spin down) is 6.95 / 6.94 eV. As for the electronic energy: -1367.248112 a.u. The value obtained for the highest occupied orbital energy (spin up / spin down) is -11.477 / -11.475 eV.

The geometry in ORCA input format:
```
! wB97M-V def2-TZVPD RIJCOSX def2/J DEFGRID3
* xyz 1 1
S 0.76114 2.87676 -0.94818
S 3.00109 0.78390 0.57286
O -0.02554 -2.83276 -1.01201
N -2.79563 -0.24767 0.41126
N -0.82921 -0.75486 1.45194
C 1.49329 0.35439 -0.03209
C 0.25081 -1.56727 -1.07983
C 3.55336 -0.83608 0.48389
C 0.42953 1.33017 -0.17468
C 1.35596 -1.06354 -0.23232
C -1.68569 2.22967 -0.52766
C 2.62897 -1.67472 -0.05887
C -0.96309 3.29458 -0.98295
C -0.94109 1.16156 -0.05834
C -1.49022 0.09332 0.68133
H -1.32652 -1.17689 2.21404
H -1.25184 4.30145 -1.27204
H 0.12330 -0.55362 1.69371
H -2.80650 2.28154 -0.28443
H -2.82171 -1.20686 0.55065
H 2.77203 -2.73876 -0.33885
H -3.05039 0.18787 -0.52611
H -0.80010 -3.08807 -1.53129
H 4.41806 -1.15412 0.99998
*
```

=====

Record 3
ORCA calculation (the ωB97M-V functional and the def2-TZVPD basis) on a single C10H9NO2 molecule at a distorted geometry.

The value obtained for the energy relative to the best compared isomer or geometry (same formula, charge and spin) is 2.805 eV. The strongest force on any atom is 3.82 eV/A. Its gap between HOMO and LUMO is 9.29 eV. The SMILES is OC1=NC=C[C@@H]1Oc1ccccc1. As for the electronic energy: -591.605467 a.u. The value obtained for the highest occupied orbital energy is -8.674 eV.

The geometry in ORCA input format:
```
! wB97M-V def2-TZVPD RIJCOSX def2/J DEFGRID3
* xyz 0 1
O 0.76778 -0.45659 0.15621
O -1.32784 -2.47551 1.47355
N -0.68433 -3.68075 -0.40597
C -0.60216 -2.64244 0.30734
C 0.91357 2.87654 1.52777
C 0.00244 -1.43395 -0.48833
C 0.11031 -3.48580 -1.56408
C -0.05660 3.57968 0.80013
C 0.66452 -2.25771 -1.63633
C -0.83965 2.95217 -0.11817
C -0.47867 1.57486 -0.49081
C 0.49616 0.85602 0.25776
C 1.27242 1.58982 1.11436
H 0.25457 -4.40467 -2.09923
H 1.25585 -1.76675 -2.35110
H -0.74433 1.09200 -1.46628
H -0.22326 4.57261 1.14258
H -1.56349 3.48916 -0.77043
H -1.92458 -3.27415 1.50057
H 1.58364 3.35005 2.28712
H 2.09817 1.10954 1.73590
H -0.97453 -1.16413 -0.91255
*
```

=====

Record 4
ORCA calculation (the ωB97M-V functional and the def2-TZVPD basis) on a molecular structure, C10H9NO2 at a distorted geometry.

The value obtained for the energy relative to the best compared isomer or geometry (same formula, charge and spin) is 0.096 eV. Its expectation value of S² is 2.056. The strongest force on any atom is 4.98 eV/A. Its gap between HOMO and LUMO (spin up / spin down) is 5.76 / 6.62 eV. As for the electronic energy: -591.512182 a.u. The value obtained for the highest occupied orbital energy (spin up / spin down) is -5.029 / -9.557 eV.

The geometry in ORCA input format:
```
! wB97M-V def2-TZVPD RIJCOSX def2/J DEFGRID3
* xyz 0 3
O -1.43243 -0.03794 2.23530
O -1.27517 1.88013 -1.69241
N -1.60220 1.61130 0.59853
C 2.42189 -0.69590 -0.01134
C 1.51593 -2.63761 -1.09404
C 0.26493 -2.03679 -1.07548
C -1.46294 0.25920 1.10328
C -1.34272 -0.30063 -0.28874
C -1.54760 2.89201 1.20727
C 0.05443 -0.77504 -0.49333
C 2.57842 -1.98788 -0.50463
C -1.42441 1.22735 -0.68203
C 1.16411 -0.07565 -0.01580
H 3.28266 -0.26622 0.38374
H 0.91513 0.81908 0.45742
H -0.52062 3.19110 1.27147
H -2.25157 3.51043 0.72306
H -0.70528 -2.29832 -1.52810
H 1.82288 -3.58226 -1.61215
H -1.90329 2.77280 2.23803
H 3.56562 -2.47618 -0.63497
H -2.11777 -0.99296 -0.58509
*
```

=====

Record 5
ORCA calculation (the ωB97M-V functional and the def2-TZVPD basis) on a single C10H9NO4 molecule at a distorted geometry.

The value obtained for the energy relative to the best compared isomer or geometry (same formula, charge and spin) is 3.773 eV. The strongest force on any atom is 1.34 eV/A. Its gap between HOMO and LUMO is 8.87 eV. The SMILES is On1cccc1Cc1occ2c1OCO2. As for the electronic energy: -742.044437 a.u. The value obtained for the highest occupied orbital energy is -8.122 eV.

The geometry in ORCA input format:
```
! wB97M-V def2-TZVPD RIJCOSX def2/J DEFGRID3
* xyz 0 1
O -0.61687 -1.54709 0.50146
O -2.63987 1.37285 0.23196
O -3.83150 -0.46640 -0.58185
O 2.29440 -1.83734 0.78830
N 2.45285 -0.63290 0.13205
C -2.60283 -0.87017 -0.16188
C 3.43163 -0.38626 -0.76604
C -3.81460 0.95044 -0.44550
C 2.20950 1.46434 -0.48429
C -1.87546 0.24894 0.32471
C -0.66094 -0.19016 0.72854
C 1.69789 0.48198 0.32906
C 0.53986 0.50589 1.27857
C -1.80561 -1.95292 -0.04349
C 3.30990 0.91830 -1.16649
H 1.83278 2.46408 -0.57067
H 1.35417 -2.08367 0.73034
H 4.13728 -1.14230 -1.04121
H 0.26083 1.54280 1.45885
H -1.92208 -2.99074 -0.26925
H 3.94785 1.42952 -1.85964
H 0.83551 0.03810 2.22368
H -3.83156 1.40881 -1.45066
H -4.70312 1.27391 0.11346
*
```

=====

Record 6
ORCA calculation (the ωB97M-V functional and the def2-TZVPD basis) on 21 unconnected molecules or ions with the total composition C110H129F13O24 at a distorted geometry.

The strongest force on any atom is 4.72 eV/A. Its gap between HOMO and LUMO is 9.44 eV. As for the electronic energy: -7372.848637 a.u. The value obtained for the highest occupied orbital energy is -8.981 eV.

The geometry in ORCA input format:
```
! wB97M-V def2-TZVPD RIJCOSX def2/J DEFGRID3
* xyz 0 1
F 3.87704 -4.57488 3.47494
F 0.20910 -1.30639 3.78676
F 4.09805 6.04945 2.65887
F -4.76497 3.30633 2.27452
F 1.12207 -2.54802 -5.18987
F -6.04100 -2.51464 -0.58585
F -1.66543 3.94154 -0.17879
F 3.29418 2.69421 3.31878
F -2.81126 1.75635 -1.39513
F 5.05693 -0.71321 -0.16580
F -4.33263 -6.34201 -3.02097
F -1.16574 3.23706 -8.51291
F -4.60524 9.25069 -0.19766
O 3.63878 -4.95860 -3.82911
O 1.90183 -8.38803 -2.19928
O 3.39947 4.83777 -3.70749
O -1.24059 1.03472 7.50567
O 0.81722 -0.17434 -2.19828
O -2.20684 -6.06377 2.07836
O 4.71792 0.33742 -5.29454
O 2.59076 -9.03319 -0.12812
O 5.85687 -0.76863 -6.93124
O 2.25466 5.09249 -1.82781
O 3.18938 6.86030 -2.92581
O 1.90090 -7.01453 -0.64474
O -1.05409 -5.57659 3.90693
O 3.63691 -4.56997 -1.67568
O -0.95052 -2.90207 8.07942
O -3.15008 2.00910 7.07651
O 0.88124 0.79867 -0.19315
O 1.78589 -4.21066 -2.96613
O -0.85465 -5.07279 7.99512
O -1.61595 3.08784 8.32606
O 1.65681 -1.19195 -0.38024
O 1.04357 -3.79871 8.18638
O 5.67375 1.49818 -6.82212
O -3.16290 -5.65332 4.10011
C 1.56790 3.94925 6.20921
C -4.20390 8.58803 0.86784
C 2.02103 6.97810 3.37253
C 2.88726 5.54303 -2.77888
C 2.40151 2.62833 -8.00479
C -2.13448 -5.80431 3.22628
C 2.17543 -8.24466 -0.92939
C -2.39970 -3.22249 7.95241
C 0.67797 7.13590 3.17533
C 5.28095 2.56589 -1.58344
C 0.90416 -0.05187 7.22523
C -5.38923 1.99379 0.42971
C -4.73720 -2.60014 -0.22210
C 5.00336 -5.44869 -3.71885
C -4.04572 0.42161 -2.82936
C 3.04937 -4.54076 -2.76236
C -1.28500 0.47559 3.92726
C -0.15941 -3.94903 8.07749
C -2.98306 8.63530 2.91700
C -7.86548 3.20408 0.50347
C -4.03211 -3.49833 -0.88177
C -1.12324 -0.90172 3.97194
C 5.01204 -6.73855 -3.08166
C 0.09425 3.75112 4.29606
C 0.15630 -1.88438 -5.89506
C -2.30000 4.68427 -1.16393
C 0.47871 2.06485 -0.71594
C 1.88815 4.99527 -7.79061
C -3.65410 4.89080 -1.10313
C 7.98791 2.11096 -7.25935
C 2.65337 3.49061 5.41452
C 3.33688 7.50282 -1.63869
C -4.22455 -1.53255 0.49344
C -4.58625 7.29221 1.10173
C 0.19754 1.09596 7.81119
C 3.50598 -3.31580 5.52939
C 3.71086 -2.15456 6.19261
C 5.41180 0.23982 -6.39354
C 1.13729 -0.16571 -1.00159
C 2.07140 -1.17874 0.98964
C -5.74337 2.92218 1.39331
C -0.25481 -0.59074 -5.47363
C 2.00251 -2.64136 1.40951
C -2.13759 -6.98673 -3.46309
C 1.12049 3.27301 3.50729
C -0.92499 -6.76031 -4.03775
C 5.15666 3.41669 -0.49348
C -3.43823 9.30733 1.73932
C 6.69692 1.63784 -7.85272
C -1.91632 -0.67030 -7.25187
C -4.52249 1.25062 -5.05213
C -4.47686 -5.76347 3.50130
C -3.03219 -1.90234 7.87833
C 4.28569 -1.02418 5.54144
C -3.52454 -1.22545 4.25066
C 2.81779 3.94479 -7.81164
C -2.52498 1.00431 4.12294
C -3.47616 6.38673 -2.99158
C -1.65973 -4.49826 -4.56466
C 4.94693 1.44966 0.87798
C 0.02561 6.54431 2.11581
C -6.93350 3.60541 1.41486
C -2.87485 -1.41966 0.57730
C -3.12058 2.53828 -3.62692
C 2.33689 3.16696 4.11452
C -0.76509 -5.49999 -4.66458
C -7.57774 2.21670 -0.38804
C 4.64487 -1.13265 4.18243
C -1.43129 -1.85385 -7.66731
C 0.16119 -5.27119 3.21372
C 1.09088 -3.63930 -1.87690
C -2.86380 -4.71766 -3.87560
C 4.40353 -1.01133 -4.76598
C -3.36425 1.57399 -2.64782
C 4.53057 -2.36192 3.50976
C 5.17061 1.19199 -1.51362
C 0.82418 -9.99137 -3.71381
C 0.28872 3.93132 5.66466
C 1.54528 3.29903 -4.36544
C -1.97159 2.15061 7.68301
C 1.02861 2.34814 -8.11139
C -1.31584 0.03138 -6.12855
C -5.00100 -7.16555 3.27300
C 2.11562 5.54355 1.43595
C -0.35976 -2.47424 -7.00935
C -2.09830 6.12280 -3.02616
C -3.62733 0.14606 4.21527
C 4.99489 0.65815 -0.26682
C 1.95645 -9.74785 -2.72664
C -1.47129 5.29985 -2.05650
C -3.11122 -5.99920 -3.46035
C -2.59032 -3.47227 -0.75260
C 2.72812 6.10604 2.53125
C -4.22865 5.72603 -2.00964
C 4.90890 2.82031 0.70489
C 0.77522 5.82334 1.24920
C -4.66254 0.26489 -4.06827
C 2.98184 3.47302 -3.97792
C -0.10558 -6.31082 8.13067
C -2.22755 -1.79460 4.15869
C 0.14504 3.44202 -8.15892
C -3.78449 2.40245 -4.83493
C 3.96299 -3.40931 4.18169
C -6.38209 1.56979 -0.43468
C 1.87721 -6.74590 0.74791
C -4.09099 6.64358 2.22560
C -4.02111 3.15912 7.14808
C 0.53599 4.77714 -7.98395
C -2.03458 -2.41599 -0.02682
C -3.34670 7.32128 3.15812
H -3.67424 -4.03162 -3.86692
H -4.26757 5.56750 2.43491
H -4.40810 -7.80036 2.62021
H 5.01733 -0.23547 3.71712
H 0.07689 -5.38774 2.15470
H -4.10717 -0.36924 -1.97460
H 0.47941 -2.92869 -2.27413
H 0.42811 -4.44341 -1.48506
H -8.32056 1.94893 -1.06663
H 1.65157 4.20190 7.29380
H -5.20061 -5.21469 4.17845
H 4.75884 -6.66160 -2.03226
H -2.68557 -1.32075 7.02972
H 2.61982 7.15708 -0.89072
H 3.24419 3.00221 -2.97727
H -4.97633 -0.95999 0.98344
H -2.01389 -4.27356 -1.23916
H -3.17194 10.31698 1.60211
H -5.05050 -7.86156 4.15514
H 4.67034 1.01943 1.82207
H -0.42258 1.01215 3.66878
H 0.94919 -2.97486 1.24706
H -0.87939 -2.34708 0.08049
H 8.31114 1.56658 -6.35691
H -8.81842 3.75098 0.43185
H -4.56290 -5.33999 2.51610
H -5.11941 1.16394 -5.95503
H -1.69061 0.98258 -5.76394
H -0.00545 -3.51878 -7.16451
H 0.47130 -0.99902 7.57203
H 0.91092 -11.04828 -3.98923
H -4.89165 2.87813 6.55962
H 0.23718 -5.27677 -5.09260
H 4.35634 7.29000 -1.27360
H 4.30626 -7.46079 -3.50559
H -4.43429 -1.77976 4.43307
H 2.94292 -9.76627 -3.20769
H 0.93209 -6.11683 8.41633
H 1.35908 -0.62860 1.56036
H -2.90649 6.85136 4.04314
H -2.50883 -3.70481 7.02397
H -4.43823 -4.26387 -1.43396
H 3.64922 3.12001 -4.74189
H 2.66533 4.92856 0.77020
H -0.62579 -6.87631 8.90402
H 1.69956 -3.22988 -1.12379
H 0.57326 1.42018 -8.02442
H 0.92270 3.59542 -3.53342
H 0.36021 -4.25410 3.48072
H 4.30595 -0.00876 6.07351
H 3.25366 8.56944 -1.71303
H 5.10933 4.51256 -0.56728
H -0.14758 -6.93776 7.25556
H 6.40441 2.31087 -8.61746
H 0.23263 1.01051 8.84464
H 1.91408 -10.51759 -1.96363
H 2.25342 6.01650 -7.68965
H 0.21841 7.79031 3.91899
H 8.79140 2.05722 -8.02924
H -2.89753 -1.31875 8.82359
H 5.33443 0.57830 -2.38887
H -2.55025 2.10096 4.28565
H -1.88848 -2.33673 -8.50041
H -0.11927 -7.49713 -4.03501
H -0.58002 4.11747 6.29270
H -0.14101 -9.85461 -3.18712
H -3.99822 7.02285 -3.71131
H -6.21668 0.80371 -1.19711
H -0.56768 2.12846 -0.49131
H -2.30289 -7.97260 -3.01777
H 1.93137 -0.06445 7.55580
H 3.45228 -2.08987 7.19315
H 2.47795 7.27191 4.30126
H 1.26916 3.80908 -5.28480
H 7.95106 3.16254 -6.99097
H 1.04740 -0.15874 6.13590
H 1.65035 -5.66695 0.87917
H -2.63511 -3.81805 8.85714
H -0.22584 5.52462 -8.01862
H 0.36290 5.37506 0.34970
H 0.51874 2.13627 7.55603
H -4.22040 3.39420 8.16688
H 1.44720 2.22582 -4.51814
H 0.56953 1.92964 -1.82687
H 0.89221 -9.34124 -4.59329
H -4.03142 4.24839 -0.31181
H -6.00998 -7.18590 2.96871
H 4.84284 -2.58820 2.51338
H -5.34173 5.95392 -2.00826
H 2.86450 -7.01348 1.17010
H -4.14865 -2.04398 7.77744
H -0.43815 5.07131 -2.25002
H 6.92490 0.67480 -8.40567
H -5.17280 6.75668 0.38292
H -1.02961 6.66481 2.03704
H 3.68377 3.49794 5.74655
H 3.88707 4.25873 -7.72858
H 2.71078 -3.33018 0.92185
H -0.88166 3.92025 3.87189
H 3.91667 -1.60805 -5.53196
H -2.33952 9.14802 3.54675
H -4.37964 1.66654 0.21871
H 5.64199 2.97228 -2.59386
H -2.50335 3.38464 -3.35999
H 0.04825 -0.17173 -4.50477
H -3.68408 3.08089 -5.66660
H 4.71238 3.51361 1.53487
H 1.00847 -7.31396 1.10582
H -2.02209 -2.85208 4.17464
H -3.55377 4.05380 6.68851
H 3.24022 -4.13871 6.14442
H 5.33602 -1.53572 -4.45680
H -5.34413 -0.52112 -4.19742
H 5.53547 -4.70061 -3.09118
H -1.55956 -3.49341 -5.03320
H 5.96826 -7.28910 -3.10114
H 0.90108 -5.86240 3.66539
H 5.43222 -5.38644 -4.68557
H 2.20647 -2.78330 2.45989
H -7.04643 4.41329 2.13347
H 1.04686 3.10231 2.45804
H 3.02345 -0.76096 1.19732
H 3.81372 -0.96258 -3.86213
H 1.24776 2.80169 -0.24623
H -4.60356 0.60714 4.36370
H -2.47617 -0.56690 1.15949
H -2.81679 -0.30000 -7.77066
H -1.45245 6.52915 -3.79020
H 2.99750 1.71027 -7.97266
*
```

=====

Q: strongest force on any atom of number 2 (C10H9N2OS2)?
A: 3.99 eV/A